Entry 1:
65
Properties=species:S:1:pos:R:3:forces:R:3 method="wB97M-V/def2-TZVPD" e_lumo_ha="0.0366 / 0.0321" spin_multiplicity=2 total_charge=-2 homo_energy_ev="-1.88 / -1.77"
O 2.474 0.301 -3.296 0.2 -0.1 0.2
H -4.428 -1.309 -0.088 0.1 0.0 0.0
C 4.114 1.487 6.654 0.1 -0.2 0.5
C -1.265 -2.114 3.094 -0.4 -0.1 0.1
H -2.915 -0.532 -5.548 0.0 0.0 -0.1
C 0.586 1.974 -3.499 0.7 -0.3 -0.4
C 1.736 1.143 -4.159 -0.3 0.4 0.0
H -5.975 0.163 0.584 -0.1 0.0 0.0
C -0.398 -1.167 2.538 0.1 0.0 0.0
C -3.314 -0.462 -1.701 0.0 -0.2 0.0
F 2.618 2.558 2.811 -0.1 -0.2 0.1
C -5.324 1.006 0.352 0.2 0.0 0.0
H -3.187 2.172 -0.693 0.0 0.0 -0.1
H 4.068 0.259 -2.069 -0.1 0.2 0.0
N -0.520 -0.883 0.018 0.1 -1.2 3.7
C 0.981 -0.747 4.601 -0.1 0.1 -0.4
C -1.932 -0.518 -3.647 -0.3 -0.2 -0.2
N -2.027 -2.869 3.514 -0.2 -0.4 0.2
O 1.462 0.809 -0.751 0.2 0.2 0.1
C 0.538 -0.398 3.310 0.7 0.6 0.5
N 5.053 3.659 4.357 0.2 0.4 -0.2
C -4.302 -0.395 -3.921 -0.2 -0.1 -0.1
C 4.388 2.814 4.775 0.2 0.3 -0.2
H 2.696 2.339 0.516 -0.1 -0.2 -0.1
H -5.411 -0.407 -2.107 -0.1 -0.1 0.1
S 2.131 -4.705 -2.612 0.0 -0.1 0.3
S 0.826 -2.113 -2.588 1.0 -0.8 1.1
C 1.850 -3.180 -1.765 -2.1 0.5 -3.2
C 2.625 1.077 4.707 -0.7 -0.4 -0.5
H 2.404 1.851 -4.674 -0.1 -0.2 0.1
H 3.720 1.874 -2.755 0.0 -0.1 0.1
C 2.130 1.454 3.438 0.1 -0.2 0.4
C -2.024 -0.444 -2.254 0.3 -0.1 0.0
O 3.165 2.171 -0.323 0.3 0.1 0.1
O -0.145 1.378 -2.663 -0.4 0.5 -0.3
C 3.267 0.957 -2.352 0.0 0.0 -0.1
H -5.182 -0.344 -4.549 0.0 0.0 0.0
N 4.545 1.324 7.713 0.1 -0.1 0.4
H -2.015 1.363 0.359 0.0 0.1 0.1
C 2.516 1.295 -1.074 -0.4 0.0 -0.2
C -4.422 -0.420 -2.547 -0.1 0.1 0.0
N -3.952 0.597 0.524 -0.1 0.0 0.0
S 3.710 -7.013 -1.597 -0.1 0.3 0.0
C -0.450 -1.001 1.181 -0.4 -0.3 -1.5
H -2.727 -1.045 0.268 -0.2 0.0 -0.1
C -3.598 -0.608 -0.217 0.3 -0.1 0.1
F 0.632 1.333 1.665 0.1 -0.1 0.3
O 0.455 3.130 -3.876 0.0 0.3 -0.2
Co -0.273 -0.045 -1.474 0.1 0.5 -2.3
C 1.119 0.780 2.800 -0.3 -0.3 0.3
C -3.040 -0.491 -4.475 0.2 0.0 -0.1
H -3.226 2.459 1.062 0.1 0.1 0.0
H 1.286 0.466 -4.891 0.0 0.1 0.0
S 3.448 -4.480 -0.051 -0.3 0.2 -0.2
C 2.518 -3.044 -0.559 1.5 1.1 2.9
H -0.963 -0.620 -4.118 0.1 0.2 0.0
C 3.132 -5.486 -1.422 0.0 -0.2 -0.1
F 2.303 -0.453 6.507 -0.1 0.0 -0.3
H -5.531 1.814 1.054 -0.1 0.1 0.0
S 2.590 -1.703 0.430 0.0 -1.3 -0.7
F 0.435 -1.816 5.220 0.2 0.2 -0.2
C 1.960 -0.043 5.264 0.2 0.3 0.0
H -5.554 1.366 -0.661 -0.1 0.1 -0.1
C -3.049 1.703 0.292 0.1 0.0 0.1
C 3.665 1.776 5.366 0.0 0.1 0.0

---

Entry 2:
50
Properties=species:S:1:pos:R:3:forces:R:3 method="wB97M-V/def2-TZVPD" e_lumo_ha=0.0981 total_charge=-1 homo_energy_ev=-3.45
H 3.431 -3.032 0.035 0.0 -0.1 0.1
S -2.013 -2.256 3.642 0.2 0.3 -0.3
C -0.227 3.685 -2.756 0.3 -0.1 0.0
C -1.424 4.367 -2.754 -0.1 0.3 -0.2
C -2.508 3.845 -2.061 0.0 0.1 -0.1
C -0.699 -0.117 3.058 0.0 0.0 1.1
C 0.180 1.559 4.510 0.1 0.1 0.0
H 5.500 -2.399 -1.143 0.0 0.0 0.0
C -2.147 -2.499 0.807 -0.3 -0.7 -1.6
C -2.995 -3.889 -1.428 0.0 0.0 0.0
C 3.470 -2.094 -0.499 -0.4 0.0 0.1
C -0.067 2.496 -2.031 -1.1 0.3 0.3
C -0.024 1.087 3.233 0.0 0.0 -0.2
H -2.173 -2.289 -2.557 0.0 -0.1 0.0
N 1.277 0.673 -1.281 0.0 0.8 -0.6
C -3.276 -4.395 -0.162 -0.2 -0.3 -0.1
C -2.885 -3.685 0.947 0.2 0.3 0.4
C 2.351 2.190 -2.765 0.6 0.0 -0.2
H 4.377 1.775 -3.304 0.0 0.0 0.0
C -1.831 -1.951 -0.474 0.0 -0.1 0.7
H -3.141 -4.033 1.941 0.0 -0.2 0.1
H 0.308 1.631 2.361 0.0 0.0 -0.1
C 2.368 -1.282 -0.531 0.1 -0.4 0.2
H -3.295 -4.439 -2.313 -0.1 0.0 0.0
C -1.173 -0.827 4.186 0.0 0.0 -0.5
C 3.573 0.275 -1.965 -0.4 0.1 0.1
H 5.596 -0.300 -2.434 0.0 0.0 -0.1
H 2.318 3.083 -3.374 -0.1 0.0 0.0
C -1.679 -1.779 1.946 0.6 1.0 1.3
C -1.155 1.949 -1.291 0.4 0.0 -0.2
C 3.510 1.464 -2.731 -0.4 0.1 0.1
H 0.593 4.090 -3.335 0.1 0.1 0.0
H 0.692 2.500 4.648 0.1 0.1 0.1
C -0.275 0.849 5.617 -0.1 -0.1 0.1
H -0.095 1.247 6.607 0.0 0.0 0.1
H -3.240 2.254 -0.873 0.0 0.0 0.1
Ag -0.836 -0.005 -0.391 -0.7 0.1 -0.7
C 1.212 1.782 -2.023 0.3 -1.1 0.7
H 1.441 -1.553 -0.038 0.0 0.0 0.0
H -3.457 4.372 -2.059 0.0 0.0 0.0
C 2.392 -0.078 -1.258 0.5 0.2 -0.3
C 4.643 -1.737 -1.175 0.4 0.3 -0.4
H -1.520 5.299 -3.299 0.0 0.0 0.0
H -1.326 -0.878 6.335 0.0 -0.1 0.0
C 4.694 -0.569 -1.899 0.2 -0.4 0.2
C -0.961 -0.346 5.466 0.1 0.1 0.3
C -2.367 2.654 -1.378 0.1 -0.1 0.2
C -2.336 -2.682 -1.558 0.3 0.1 -0.2
H -3.813 -5.332 -0.063 0.0 0.0 0.1
N -0.985 -0.678 1.864 -0.4 -0.9 -0.5

---

Entry 3:
58
Properties=species:S:1:pos:R:3:forces:R:3 method="wB97M-V/def2-TZVPD" e_lumo_ha=-0.3842 total_charge=+3 homo_energy_ev=-16.36
C -1.038 -0.431 -6.022 -0.1 -0.1 0.0
C -1.935 -0.782 2.157 -0.2 -0.4 0.3
Ta 0.197 -0.107 -0.040 1.1 -0.9 2.5
N -1.498 0.344 1.405 0.2 0.1 -0.7
C -2.708 -3.160 3.454 -0.1 0.1 0.0
O 2.718 0.840 3.706 0.3 0.0 0.1
C -2.455 3.872 1.067 -0.1 -0.1 0.1
C -0.001 -4.358 1.203 0.0 0.0 0.1
H 1.118 -3.104 -0.128 0.0 0.0 0.0
C -2.034 1.519 1.554 0.0 -0.1 0.0
C 3.153 0.052 1.537 0.2 0.1 0.1
C -3.308 -1.971 3.762 0.0 -0.1 0.1
C 3.249 -0.643 -0.658 -0.1 0.0 0.1
C 5.270 -0.486 0.585 0.0 0.0 0.0
C -1.006 -4.388 2.142 0.1 0.1 -0.1
C 0.337 -3.146 0.619 0.1 0.0 -0.1
H -4.093 -1.930 4.503 0.0 0.0 0.0
C -1.674 -3.197 2.493 0.1 0.1 -0.1
H -3.279 3.845 1.771 0.0 0.0 0.0
Br -3.190 6.593 0.748 0.1 -0.2 0.0
H 6.344 -0.585 0.666 0.0 0.0 0.0
C -0.643 2.789 -0.101 -0.9 1.1 0.3
C -1.709 -0.728 -4.836 -0.1 -0.1 0.0
H 4.983 0.138 2.642 0.0 0.0 0.0
C 0.513 0.903 -4.782 0.0 -0.1 -0.1
O 2.755 -1.091 -2.961 -0.3 -0.1 0.1
C -0.385 3.960 -0.787 0.4 -0.5 -0.1
O 0.993 0.525 2.308 -0.4 -0.2 -0.6
H 0.606 0.632 -6.907 0.0 0.0 0.0
H -3.433 0.126 3.398 0.0 0.0 0.0
I -2.119 -0.508 -1.753 0.2 0.0 -0.3
C 2.193 0.500 2.576 -0.1 0.0 -0.2
N -0.118 0.621 -3.635 0.0 0.0 0.1
N -0.265 -1.988 0.922 -0.2 0.1 0.1
C -2.923 -0.786 3.116 0.1 0.2 -0.2
H -0.938 6.011 -1.072 0.0 0.0 0.0
H -2.828 1.644 2.286 0.0 -0.1 0.0
H 0.418 3.978 -1.513 0.0 0.0 0.0
C -1.279 -1.999 1.854 -0.3 0.1 0.2
C 4.522 -0.075 1.688 -0.1 0.0 0.0
C 2.374 -0.951 -1.851 1.3 0.2 -0.2
H 2.088 1.147 4.377 -0.2 0.0 0.0
H -2.590 -1.352 -4.805 0.0 0.0 0.0
H -1.289 -5.318 2.620 0.0 0.0 0.0
C 0.079 0.387 -5.995 0.1 0.1 0.0
O 0.080 1.668 -0.317 0.3 0.8 -0.4
C -1.698 2.720 0.836 0.4 0.0 -0.3
H -1.404 -0.845 -6.952 0.0 0.0 0.0
C -1.150 -0.152 -3.724 0.1 0.1 0.5
H -3.015 -4.077 3.939 0.0 0.0 0.0
H 5.168 -1.088 -1.495 0.0 0.0 0.0
O 1.095 -1.007 -1.428 -0.7 -0.3 -1.0
N 2.539 -0.231 0.390 -0.8 -0.1 -0.4
C -2.178 5.052 0.395 0.0 0.2 -0.1
C 4.628 -0.768 -0.614 -0.1 0.0 0.0
C -1.146 5.091 -0.541 -0.2 0.1 0.2
H 0.531 -5.252 0.911 0.0 0.0 0.0
H 1.377 1.549 -4.710 0.0 0.0 0.0